Record 1
Below is C28H31GeILiN4O2 as an isolated structure, with properties calculated with wB97M-V/def2-TZVPD.

highest occupied orbital energy = -10.72 eV
strongest force on any atom = 0.0127 Eh/bohr
HOMO-LUMO gap = 8.5 eV

ORCA input file:
```
! RIJCOSX wB97M-V def2-TZVPD def2/J DEFGRID3
* xyz 1 1
Li 2.13 -1.11 -0.40
I 2.35 -2.39 2.08
C 3.36 -0.60 2.54
C 4.46 -0.77 3.34
C 5.37 0.29 3.53
C 5.19 1.45 2.83
C 4.06 1.63 2.00
C 3.94 2.84 1.27
C 2.86 3.06 0.47
C 1.81 2.13 0.46
C 1.85 0.95 1.17
C 3.05 0.63 1.90
H 4.65 -1.73 3.80
H 6.22 0.15 4.17
H 5.92 2.25 2.90
H 4.74 3.57 1.34
H 2.78 3.97 -0.12
H 0.92 2.36 -0.11
N -0.15 1.02 -1.91
C -0.55 -0.13 -2.71
C -0.58 0.18 -4.22
C -0.90 -0.94 -5.20
C -2.36 -1.38 -5.23
N -2.81 -2.10 -4.04
C -2.40 -3.32 -3.70
N -1.74 -4.08 -4.58
N -2.77 -3.85 -2.53
C 0.35 -1.34 -2.41
O -0.11 -2.47 -2.63
O 1.51 -1.08 -1.95
H -0.67 1.85 -2.18
H 0.84 1.20 -2.07
H -1.56 -0.40 -2.37
H 0.41 0.58 -4.47
H -1.28 1.00 -4.38
H -0.24 -1.79 -5.00
H -0.67 -0.59 -6.21
H -2.56 -2.01 -6.11
H -3.01 -0.52 -5.33
H -3.27 -1.57 -3.32
H -1.29 -3.63 -5.36
H -1.27 -4.89 -4.23
H -3.06 -3.22 -1.80
H -2.24 -4.64 -2.19
Ge 0.04 0.18 1.43
C -1.36 1.46 0.98
C -1.36 2.80 1.36
C -2.43 3.63 1.06
C -3.53 3.12 0.39
C -3.56 1.79 0.01
C -2.47 0.97 0.31
C -0.16 -0.26 3.32
C 0.44 0.53 4.29
C 0.27 0.26 5.64
C -0.52 -0.81 6.03
C -1.13 -1.61 5.07
C -0.95 -1.33 3.72
H -0.26 -1.06 0.57
H -0.52 3.22 1.91
H -2.42 4.67 1.37
H -4.37 3.77 0.16
H -4.42 1.38 -0.50
H -2.50 -0.08 0.01
H 1.06 1.37 3.99
H 0.74 0.88 6.38
H -0.66 -1.03 7.08
H -1.75 -2.45 5.38
H -1.43 -1.97 2.98
*
```

Löwdin atomic charges, in units of e:
1 Li 0.525
2 I 1.059
3 C -0.604
4 C -0.151
5 C -0.056
6 C -0.020
7 C -0.155
8 C -0.012
9 C -0.047
10 C -0.121
11 C -0.284
12 C -0.238
13 H 0.092
14 H 0.115
15 H 0.121
16 H 0.122
17 H 0.114
18 H 0.075
19 N 0.058
20 C -0.316
21 C -0.137
22 C -0.178
23 C -0.148
24 N 0.098
25 C -0.459
26 N 0.227
27 N 0.205
28 C -0.641
29 O -0.005
30 O -0.151
31 H 0.094
32 H 0.075
33 H 0.118
34 H 0.126
35 H 0.119
36 H 0.102
37 H 0.123
38 H 0.124
39 H 0.132
40 H 0.151
41 H 0.111
42 H 0.135
43 H 0.123
44 H 0.127
45 Ge 0.909
46 C -0.316
47 C -0.105
48 C -0.077
49 C -0.085
50 C -0.090
51 C -0.146
52 C -0.357
53 C -0.110
54 C -0.075
55 C -0.079
56 C -0.082
57 C -0.140
58 H -0.003
59 H 0.104
60 H 0.106
61 H 0.105
62 H 0.099
63 H 0.079
64 H 0.103
65 H 0.106
66 H 0.106
67 H 0.105
68 H 0.096

=====

Record 2
Below is C28H31IrN5O2S6Si as an isolated structure at a distorted geometry, with properties calculated with wB97M-V/def2-TZVPD.

highest occupied orbital energy (spin up / spin down) = -8.42 / -8.42 eV
strongest force on any atom = 0.0285 Eh/bohr
HOMO-LUMO gap (spin up / spin down) = 6.3 / 4.8 eV

ORCA input file:
```
! RIJCOSX wB97M-V def2-TZVPD def2/J DEFGRID3
* xyz 0 2
Ir 0.79 -2.51 -0.59
C -3.85 2.33 0.83
C -2.47 2.41 1.47
S -1.36 1.00 1.21
C -2.17 -0.35 2.09
C -3.28 -1.13 1.37
S -3.03 -1.53 -0.38
C -4.02 -0.24 -1.20
C -3.26 1.02 -1.62
S -3.94 2.57 -0.96
H -4.46 3.14 1.22
H -4.35 1.40 1.08
H -2.59 2.54 2.55
H -1.92 3.26 1.08
H -2.56 0.05 3.03
H -1.36 -1.03 2.33
H -4.24 -0.62 1.46
H -3.38 -2.10 1.87
H -4.85 0.01 -0.54
H -4.45 -0.73 -2.07
H -3.30 1.16 -2.70
H -2.22 0.96 -1.33
C 1.82 1.16 -6.50
Si 0.82 0.71 -4.98
C 0.53 2.23 -3.93
C -0.78 -0.11 -5.46
C 1.84 -0.53 -3.98
C 3.06 -1.05 -4.38
C 3.74 -2.03 -3.63
C 3.18 -2.51 -2.47
N 2.01 -1.99 -2.08
C 1.36 -1.05 -2.77
S -0.05 -0.77 -1.80
H 1.26 1.87 -7.11
H 2.04 0.29 -7.12
H 2.77 1.64 -6.23
H -0.04 2.97 -4.49
H 1.48 2.68 -3.64
H -0.02 2.00 -3.02
H -1.42 0.59 -6.01
H -1.34 -0.44 -4.58
H -0.61 -0.98 -6.08
H 3.51 -0.70 -5.30
H 4.69 -2.43 -3.97
H 3.63 -3.27 -1.85
O -1.20 -3.29 1.49
N -0.07 -3.59 1.08
C 0.81 -4.17 1.91
C 0.58 -4.21 3.31
N 0.41 -4.25 4.45
C 2.04 -4.57 1.31
N 3.04 -4.83 0.81
S -1.95 -4.77 -3.65
C -0.90 -4.21 -2.60
N -0.11 -3.78 -1.83
C 0.02 3.36 5.70
C 1.13 3.66 6.67
O 1.06 4.48 7.54
S 2.68 2.74 6.54
C 2.44 1.74 5.10
C 2.00 0.42 5.23
C 1.82 -0.36 4.10
C 2.07 0.18 2.83
C 2.54 1.49 2.71
C 2.73 2.26 3.83
C 1.80 -0.60 1.68
C 1.52 -1.32 0.72
H -0.89 3.83 6.07
H -0.13 2.29 5.57
H 0.27 3.78 4.72
H 1.80 0.02 6.21
H 1.47 -1.38 4.19
H 2.74 1.89 1.72
H 3.09 3.28 3.75
*
```

Löwdin atomic charges, in units of e:
1 Ir 1.199
2 C -0.544
3 C -0.527
4 S 0.843
5 C -0.506
6 C -0.519
7 S 0.826
8 C -0.511
9 C -0.571
10 S 0.856
11 H 0.072
12 H 0.047
13 H 0.071
14 H 0.067
15 H 0.083
16 H 0.041
17 H 0.059
18 H 0.063
19 H 0.057
20 H 0.068
21 H 0.063
22 H -0.032
23 C -0.180
24 Si 0.513
25 C -0.164
26 C -0.162
27 C -0.206
28 C -0.044
29 C -0.035
30 C -0.071
31 N -0.194
32 C -0.647
33 S 0.746
34 H 0.037
35 H 0.037
36 H 0.038
37 H 0.040
38 H 0.039
39 H 0.015
40 H 0.039
41 H 0.017
42 H 0.042
43 H 0.105
44 H 0.112
45 H 0.120
46 O -0.088
47 N -0.241
48 C -0.313
49 C -0.182
50 N 0.172
51 C -0.224
52 N 0.166
53 S 0.636
54 C -0.938
55 N -0.146
56 C -0.044
57 C -0.726
58 O 0.017
59 S 1.028
60 C -0.548
61 C -0.081
62 C 0.006
63 C -0.244
64 C -0.008
65 C -0.086
66 C -0.057
67 C -0.218
68 H 0.089
69 H 0.077
70 H 0.090
71 H 0.115
72 H 0.111
73 H 0.124
74 H 0.113

=====

Record 3
Below is C28H31MoN5O3S6 as an isolated structure, with properties calculated with wB97M-V/def2-TZVPD.

highest occupied orbital energy = -11.99 eV
strongest force on any atom = 0.0119 Eh/bohr
HOMO-LUMO gap = 6.0 eV

ORCA input file:
```
! RIJCOSX wB97M-V def2-TZVPD def2/J DEFGRID3
* xyz 2 1
Mo 0.28 -0.76 0.23
C 1.44 1.41 6.95
C 0.96 1.24 5.54
C 0.58 2.31 4.75
C 0.10 2.16 3.43
C -0.16 3.40 2.76
N -0.93 3.68 1.75
C -1.87 2.79 1.08
C -3.10 3.48 0.52
C -4.18 2.40 0.32
N -3.62 1.20 -0.29
C -4.02 0.64 -1.38
C -3.44 -0.52 -1.97
C -4.08 -1.04 -3.10
C -3.62 -2.17 -3.76
C -4.31 -2.73 -4.97
C -2.47 -2.75 -3.24
C -1.77 -2.25 -2.14
C -0.55 -2.96 -1.78
N 0.35 -2.54 -0.98
C 1.55 -3.40 -0.83
C 2.02 -3.53 0.62
C 0.92 -3.42 1.67
N 0.60 -2.00 1.91
C 0.73 -1.56 3.11
C 0.56 -0.22 3.60
C 0.94 -0.01 4.93
C 0.08 0.87 2.82
O -0.31 0.74 1.60
C -2.26 -1.12 -1.46
O -1.69 -0.63 -0.37
H 1.12 2.37 7.37
H 1.04 0.62 7.60
H 2.53 1.37 7.01
H 0.64 3.31 5.17
H 0.35 4.27 3.16
H -0.86 4.62 1.39
H -1.32 2.28 0.29
H -2.16 2.04 1.82
H -3.50 4.22 1.21
H -2.88 3.98 -0.42
H -4.58 2.11 1.29
H -5.00 2.76 -0.29
H -2.82 0.73 0.15
H -4.87 1.10 -1.89
H -4.98 -0.55 -3.46
H -5.29 -2.27 -5.12
H -3.72 -2.56 -5.87
H -4.46 -3.81 -4.87
H -2.08 -3.63 -3.74
H -0.41 -3.92 -2.28
H 1.33 -4.38 -1.25
H 2.34 -2.95 -1.42
H 2.51 -4.50 0.72
H 2.78 -2.78 0.84
H 0.01 -3.92 1.33
H 1.23 -3.89 2.60
H 1.03 -2.28 3.87
H 1.28 -0.86 5.50
C 5.06 3.09 -4.11
S 5.49 2.32 -2.52
C 4.94 0.68 -2.80
C 3.68 0.25 -2.99
S 2.23 1.22 -2.88
S 3.47 -1.46 -3.27
C 5.12 -1.94 -2.96
S 5.62 -3.48 -2.96
S 6.17 -0.56 -2.77
H 5.66 4.00 -4.16
H 4.01 3.34 -4.16
H 5.35 2.43 -4.92
O 1.17 2.43 -0.52
S 2.29 1.51 -0.76
N 1.78 0.00 -0.21
*
```

Löwdin atomic charges, in units of e:
1 Mo 1.544
2 C -0.028
3 C -0.241
4 C 0.042
5 C -0.091
6 C 0.035
7 N 0.117
8 C -0.177
9 C -0.123
10 C -0.119
11 N 0.085
12 C 0.043
13 C -0.103
14 C 0.045
15 C -0.237
16 C -0.024
17 C 0.056
18 C -0.105
19 C -0.054
20 N -0.099
21 C -0.192
22 C -0.155
23 C -0.187
24 N -0.099
25 C -0.044
26 C -0.102
27 C 0.054
28 C -0.271
29 O -0.217
30 C -0.241
31 O -0.231
32 H 0.086
33 H 0.090
34 H 0.095
35 H 0.135
36 H 0.158
37 H 0.178
38 H 0.105
39 H 0.132
40 H 0.131
41 H 0.130
42 H 0.141
43 H 0.135
44 H 0.118
45 H 0.159
46 H 0.134
47 H 0.086
48 H 0.096
49 H 0.093
50 H 0.140
51 H 0.143
52 H 0.125
53 H 0.056
54 H 0.127
55 H 0.114
56 H 0.127
57 H 0.121
58 H 0.140
59 H 0.138
60 C -0.361
61 S 0.837
62 C -1.004
63 C -1.064
64 S 0.675
65 S 0.889
66 C -1.476
67 S 0.615
68 S 0.957
69 H 0.043
70 H 0.021
71 H 0.054
72 O -0.574
73 S 0.600
74 N -0.528

=====

Calculated energy in order - -104413.618, -116808.927, -109986.624 eV
Calculated ΔE to the lowest compared entry with this formula, charge and spin in order - 1.1, 0.0, 18.8 kcal per mole